(1)
{
  "formula": "C4H3O4",
  "method": "ωB97M-V/def2-TZVPD",
  "relative_energy_kj_mol": 344.5,
  "total_energy_ha": -455.11115,
  "e_homo_ev": -4.54,
  "smiles": "O=C([O-])COC#CO",
  "molar_mass_g_mol": 115.1,
  "multiplicity": 1,
  "gap_ev": 7.500,
  "total_charge": -1,
  "symbols": ["C", "C", "C", "C", "O", "O", "O", "O", "H", "H", "H"],
  "positions_angstrom": [[1.11496, -0.74598, 0.18336], [-2.51224, 0.11160, -0.01911], [2.30441, -0.48240, 0.26620], [-0.93365, 0.35419, 0.18663], [3.59072, -0.20004, -0.07363], [-3.21978, 1.04168, 0.30491], [-0.11017, -0.84340, 0.56913], [-2.71982, -0.95216, -0.62460], [-0.48002, 0.72875, -0.74912], [-0.48580, 1.04474, 0.94449], [3.45140, -0.05697, -0.98825]],
  "forces_ev_per_a": [[1.2, 0.5, 1.3], [2.4, -1.3, -0.8], [-0.5, 0.0, -0.1], [1.7, 0.7, 0.7], [-0.9, -0.6, 1.1], [-1.1, 1.3, 0.7], [-1.1, -0.7, -1.1], [-0.4, -0.1, 0.2], [-0.6, -0.3, 0.0], [-1.4, 0.1, -0.2], [0.7, 0.4, -1.8]],
  "mulliken_charge": [0.123, 0.453, 0.211, -0.400, -0.507, -0.681, -0.351, -0.692, 0.221, 0.319, 0.304]
}


(2)
{
  "formula": "C27H47AsN3O16P2RbSi3",
  "method": "ωB97M-V/def2-TZVPD",
  "relative_energy_kj_mol": 105.7,
  "total_energy_ha": -6236.48160,
  "e_homo_ev": -3.64,
  "molar_mass_g_mol": 976.3,
  "multiplicity": 1,
  "gap_ev": 7.355,
  "total_charge": -2,
  "symbols": ["Rb", "C", "C", "O", "P", "O", "O", "O", "P", "O", "O", "O", "H", "H", "H", "H", "H", "H", "H", "C", "Si", "C", "C", "As", "Si", "C", "C", "C", "Si", "C", "C", "C", "H", "H", "H", "H", "H", "H", "H", "H", "H", "H", "H", "H", "H", "H", "H", "H", "H", "H", "H", "H", "H", "H", "H", "H", "H", "H", "H", "O", "N", "O", "C", "C", "C", "C", "O", "C", "C", "N", "O", "O", "N", "O", "O", "H", "H", "C", "C", "C", "C", "C", "C", "C", "C", "C", "C", "O", "O", "H", "H", "H", "H", "H", "H", "H", "H", "H", "H", "H"],
  "positions_angstrom": [[-0.92726, -0.04117, -0.45402], [1.51129, -2.48289, 3.76664], [0.73044, -1.35059, 3.12468], [0.28753, -0.46366, 4.16547], [-0.83148, -1.92954, 2.35964], [-1.39184, -2.95648, 3.45191], [-0.47163, -2.91200, 1.15243], [-1.80501, -0.88471, 1.99038], [1.81315, -0.34553, 1.95888], [2.24375, -1.46317, 0.86458], [3.01794, 0.07476, 2.70975], [0.81708, 0.59561, 1.36162], [0.92964, -2.96089, 4.55630], [2.42378, -2.05909, 4.18689], [1.78486, -3.22728, 3.01860], [0.00705, 0.34551, 3.71519], [-2.34737, -3.04303, 3.36857], [-0.38018, -2.55451, 0.25810], [1.91468, -1.34854, -0.03752], [5.49379, 2.00355, 1.36710], [5.13657, 2.64341, -0.37078], [5.88810, 4.38352, -0.52770], [6.03378, 1.55074, -1.62972], [2.84644, 2.37450, -0.75700], [2.40625, 3.36824, -2.84802], [0.62672, 3.96929, -2.90710], [2.63970, 2.02921, -4.15589], [3.54809, 4.82365, -3.28296], [1.83823, 3.91564, 0.72722], [-0.02554, 3.68200, 0.68746], [2.20035, 5.72769, 0.28859], [2.50064, 3.56766, 2.45704], [6.52035, 1.62172, 1.39893], [4.81388, 1.20790, 1.67838], [5.42192, 2.80406, 2.10549], [6.94006, 4.30388, -0.22780], [5.41629, 5.10625, 0.13853], [5.85963, 4.77875, -1.54216], [7.11352, 1.61194, -1.46206], [5.83384, 1.86040, -2.65727], [5.73136, 0.50774, -1.53017], [-0.07738, 3.22322, -2.54007], [0.35859, 4.14264, -3.95372], [0.48804, 4.90727, -2.36534], [2.03279, 1.15828, -3.90488], [3.68204, 1.71364, -4.23694], [2.31687, 2.39822, -5.13371], [3.61570, 5.56494, -2.48745], [3.14500, 5.31736, -4.17393], [4.55654, 4.48418, -3.52636], [-0.47108, 3.93427, -0.27540], [-0.46664, 4.34237, 1.44261], [-0.26658, 2.65357, 0.95460], [1.73238, 6.01795, -0.65361], [3.26826, 5.93623, 0.21366], [1.78899, 6.37357, 1.07177], [2.67024, 2.50496, 2.63518], [1.76701, 3.92420, 3.18767], [3.43353, 4.10836, 2.63615], [-0.99608, -4.33404, -6.63497], [-1.15142, -3.16126, -6.95259], [-1.57330, -2.82126, -8.05088], [-0.95128, -2.15359, -5.95334], [-0.53119, -2.52378, -4.67559], [-0.31949, -1.54331, -3.75085], [-0.57923, -0.10701, -3.95148], [-0.43285, 0.74389, -3.07803], [-0.96570, 0.15910, -5.33125], [-1.15159, -0.81936, -6.27745], [-1.22857, 1.51741, -5.77022], [-1.33445, 2.40021, -4.94565], [-1.22574, 1.73606, -6.98039], [0.20670, -2.03233, -2.48625], [-0.01370, -3.17170, -2.12250], [0.87065, -1.24800, -1.81458], [-0.36875, -3.55940, -4.42333], [-1.45957, -0.54191, -7.27175], [-6.60906, 2.15404, 1.80980], [-5.80433, 1.47275, 0.73694], [-5.91392, 0.10775, 0.51546], [-5.13628, -0.53963, -0.43822], [-5.26967, -2.02437, -0.62263], [-4.23963, 0.20243, -1.21429], [-4.11534, 1.58174, -1.01286], [-3.15386, 2.42231, -1.80794], [-4.90311, 2.18767, -0.03694], [-3.42586, -0.55990, -2.28054], [-3.63758, -0.29428, -3.47238], [-2.61565, -1.39836, -1.80355], [-7.44150, 1.52737, 2.13443], [-7.01989, 3.10438, 1.46204], [-5.99634, 2.36748, 2.68963], [-6.61332, -0.47444, 1.10933], [-6.03728, -2.42732, 0.04094], [-4.31844, -2.51821, -0.42620], [-5.53790, -2.27045, -1.65281], [-3.20664, 2.19193, -2.87140], [-2.10993, 2.26180, -1.52030], [-3.34982, 3.48363, -1.64539], [-4.79730, 3.25775, 0.12148]],
  "forces_ev_per_a": [[-0.6, 1.5, 0.4], [0.0, 0.0, 0.1], [0.1, -0.1, 0.0], [0.0, 0.0, 0.0], [0.3, 0.3, -0.2], [0.1, -0.2, 0.1], [0.0, -0.3, 0.1], [-0.1, -0.1, 0.3], [-0.4, -0.8, 0.1], [0.2, -0.1, 0.0], [0.1, 0.2, 0.0], [0.5, 0.6, 0.2], [0.0, 0.0, 0.0], [0.0, 0.0, 0.0], [0.0, 0.0, 0.0], [0.0, 0.0, 0.0], [-0.1, 0.1, 0.0], [0.0, -0.2, 0.1], [-0.1, 0.2, 0.1], [0.2, 0.1, -0.2], [0.0, 0.1, 0.0], [0.1, -0.3, 0.1], [0.0, 0.1, 0.1], [-0.2, 0.0, -0.1], [0.1, 0.0, 0.0], [0.1, 0.1, -0.1], [0.0, 0.2, 0.1], [-0.2, -0.1, -0.2], [0.2, -0.2, -0.1], [0.1, 0.1, 0.1], [-0.1, -0.1, 0.1], [-0.2, 0.2, -0.1], [0.0, 0.0, 0.0], [0.0, 0.0, 0.0], [0.0, 0.0, 0.0], [0.0, 0.1, 0.0], [-0.1, 0.0, 0.0], [-0.1, 0.0, 0.0], [0.0, 0.0, 0.0], [0.0, 0.0, 0.0], [0.0, 0.0, 0.0], [0.1, -0.1, 0.0], [0.0, 0.0, 0.0], [0.0, 0.0, 0.1], [0.0, 0.0, 0.0], [0.0, 0.0, 0.0], [0.0, 0.0, 0.0], [0.0, 0.0, 0.1], [0.0, 0.0, 0.0], [0.0, 0.0, 0.0], [0.0, 0.0, 0.0], [0.0, 0.0, 0.0], [0.0, 0.0, 0.0], [0.0, 0.0, 0.0], [0.0, -0.1, 0.0], [0.0, 0.0, 0.0], [0.0, -0.1, 0.0], [0.0, 0.0, 0.0], [0.0, 0.0, 0.0], [0.3, 0.0, -0.1], [-0.9, -0.2, 0.2], [0.3, 0.0, -0.1], [0.3, -0.1, 0.1], [-0.2, 0.3, -0.3], [0.2, -0.5, 0.2], [0.3, -0.1, 0.0], [0.0, -0.1, -0.1], [-0.4, -0.3, -0.2], [0.1, 0.2, 0.3], [0.8, 0.3, -0.1], [-0.3, 0.0, 0.0], [-0.3, -0.1, -0.1], [-0.2, 0.3, -0.2], [0.0, 0.0, -0.1], [0.7, -0.3, -0.2], [0.0, 0.0, 0.0], [0.0, 0.0, 0.0], [-0.1, 0.0, 0.1], [0.0, 0.0, 0.0], [0.0, 0.0, 0.0], [0.0, 0.1, 0.1], [0.0, -0.1, 0.0], [0.0, -0.2, -0.2], [-0.1, -0.1, 0.1], [0.1, 0.0, -0.1], [0.1, 0.1, 0.0], [-0.2, 0.2, 0.0], [0.0, 0.0, 0.0], [-0.2, -0.5, -0.4], [0.0, 0.0, 0.0], [0.0, 0.0, 0.0], [0.0, 0.0, 0.0], [0.0, 0.0, 0.0], [0.0, 0.0, 0.0], [0.0, 0.0, 0.0], [0.0, 0.0, 0.0], [0.0, 0.0, 0.0], [-0.1, -0.1, 0.0], [-0.1, 0.0, -0.1], [0.0, 0.0, 0.0]],
  "mulliken_charge": [0.626, -2.049, 0.997, -0.627, 0.829, -0.570, -0.545, -0.695, 0.415, -0.527, -0.900, -0.337, 0.403, 0.434, 0.372, 0.382, 0.357, 0.326, 0.427, -0.847, 0.324, -1.116, -1.131, 0.338, 0.366, -0.041, -0.728, -1.208, 0.774, -0.398, -1.057, -0.992, 0.393, 0.134, 0.273, 0.391, 0.278, 0.266, 0.368, 0.267, 0.284, -0.686, 0.424, 0.407, -0.117, 0.337, 0.335, 0.312, 0.356, 0.260, 0.116, 0.470, -0.337, 0.233, 0.146, 0.365, 0.180, 0.384, 0.257, -0.685, 1.027, -0.680, -1.026, -0.396, -0.277, 0.782, 0.177, -0.326, -0.306, 1.032, -0.554, -0.739, 1.203, -0.734, -0.575, 0.690, 0.628, -1.560, 0.813, -1.092, 1.077, -1.563, 1.247, 0.874, -0.725, -1.362, 0.027, -0.770, -0.733, 0.366, 0.361, 0.273, 0.213, 0.409, 0.222, 0.327, 0.248, -0.335, 0.438, 0.306]
}